21
Properties=species:S:1:pos:R:3:mulliken_charge:R:1 method="wB97M-V/def2-TZVPD" lumo_energy_ev=0.677 homo_ev=-9.694 e_tot_ha=-1185.18892 smiles="COP(=O)(OC)OC.FBI"
F -1.51 -5.68 -1.18 -0.209
B -1.32 -5.68 0.12 0.170
I -0.66 -3.91 1.06 0.068
H -1.45 -6.68 0.75 -0.037
C 2.62 1.26 -0.28 -0.683
O 1.38 1.82 0.17 -0.348
P 0.19 0.89 0.68 1.097
O 0.63 -0.41 1.17 -0.658
O -0.84 0.84 -0.53 -0.270
C -0.56 -0.01 -1.64 -0.617
O -0.56 1.80 1.70 -0.344
C -1.19 3.03 1.30 -0.571
H 3.41 1.57 0.40 0.261
H 2.57 0.18 -0.30 0.331
H 2.82 1.66 -1.28 0.257
H -0.29 -1.01 -1.30 0.278
H 0.25 0.41 -2.24 0.267
H -1.46 -0.06 -2.24 0.240
H -2.13 2.81 0.80 0.239
H -0.53 3.59 0.64 0.289
H -1.36 3.59 2.21 0.238



38
Properties=species:S:1:pos:R:3:mulliken_charge:R:1 method="wB97M-V/def2-TZVPD" lumo_energy_ev="-5.697 / -6.361" homo_ev="-11.137 / -11.022" total_charge=+1 e_tot_ha=-4324.26808 spin_multiplicity=6
Mn -43.31 1.99 -7.55 0.213
Br -44.32 0.45 -7.51 0.270
C -48.70 -0.26 -8.11 -1.762
C -47.57 -0.86 -7.20 1.610
C -48.22 -2.11 -6.47 -1.445
C -47.16 -3.00 -5.86 -0.585
C -46.36 -3.55 -7.07 -1.545
C -45.71 -2.48 -7.91 2.193
N -46.56 -1.30 -8.15 0.245
O -45.99 -0.31 -8.87 -0.582
C -44.38 -2.15 -7.33 -2.106
C -45.55 -3.19 -9.28 -1.918
C -47.24 0.28 -6.19 -1.540
H -49.27 -1.08 -8.55 0.391
H -49.43 0.30 -7.53 0.418
H -48.30 0.24 -8.99 0.363
H -48.99 -1.73 -5.79 0.512
H -48.80 -2.61 -7.24 0.450
H -46.54 -2.41 -5.19 0.260
H -47.53 -3.83 -5.26 0.415
H -46.95 -4.31 -7.58 0.469
H -45.62 -4.26 -6.69 0.503
H -43.69 -2.97 -7.13 0.507
H -44.40 -1.45 -6.49 0.349
H -43.86 -1.68 -8.16 0.533
H -44.94 -4.08 -9.08 0.459
H -45.11 -2.61 -10.09 0.360
H -46.44 -3.57 -9.78 0.397
H -46.15 0.41 -6.23 -1.683
H -47.50 1.30 -6.47 0.301
H -47.53 0.16 -5.15 0.622
H -45.47 0.15 -8.21 0.674
C -45.40 0.95 -4.39 -0.378
O -45.29 1.59 -5.60 -0.710
H -44.68 0.16 -4.20 0.286
H -45.27 1.69 -3.60 0.366
H -46.38 0.48 -4.30 0.216
H -45.36 0.92 -6.29 1.873



80
Properties=species:S:1:pos:R:3:mulliken_charge:R:1 method="wB97M-V/def2-TZVPD" lumo_energy_ev="-3.008 / -3.101" homo_ev="-10.046 / -10.028" total_charge=+1 e_tot_ha=-10871.39249 spin_multiplicity=5
Fe 0.06 -1.53 -1.06 0.548
Cl -0.41 -1.07 1.28 -0.064
C -2.12 -0.62 1.42 0.740
C -2.63 -0.63 2.70 -0.548
C -3.97 -0.29 2.87 -0.776
C -4.75 0.05 1.77 -0.808
C -4.19 0.06 0.50 -0.591
C -2.86 -0.28 0.29 -0.094
P -2.13 -0.31 -1.38 2.311
C -2.43 -2.05 -1.89 -0.036
C -1.81 -2.45 -3.08 0.070
C -1.92 -3.76 -3.52 -0.868
C -2.64 -4.68 -2.76 -0.515
C -3.26 -4.28 -1.58 -0.775
C -3.16 -2.97 -1.15 -0.513
C -3.29 0.62 -2.41 -0.084
C -3.22 2.01 -2.36 -0.304
C -4.11 2.78 -3.09 -0.786
C -5.07 2.16 -3.88 -0.504
C -5.14 0.77 -3.94 -0.772
C -4.25 0.00 -3.20 -0.286
H -2.01 -0.89 3.54 0.548
H -4.40 -0.30 3.86 0.410
H -5.79 0.30 1.90 0.454
H -4.81 0.33 -0.35 0.472
H -1.25 -1.74 -3.67 0.514
H -1.43 -4.07 -4.43 0.438
H -2.70 -5.71 -3.09 0.396
H -3.81 -5.00 -1.00 0.422
H -3.65 -2.67 -0.23 0.422
H -2.47 2.49 -1.74 0.498
H -4.06 3.86 -3.05 0.449
H -5.77 2.75 -4.46 0.393
H -5.88 0.29 -4.56 0.440
H -4.31 -1.08 -3.25 0.396
C -1.95 3.30 2.23 -0.727
O -0.71 2.56 2.17 -0.037
C -0.13 2.53 0.99 -0.079
O -0.65 2.88 -0.05 -0.597
C 1.26 1.96 1.00 0.347
C 2.14 2.14 1.97 1.030
As 3.93 1.29 2.16 -0.211
C 3.40 0.08 3.61 -1.031
C 3.77 -0.08 0.75 1.596
C 3.07 -0.02 -0.38 -0.676
As 1.62 1.21 -0.79 0.763
C 2.61 2.76 -1.43 -1.218
C 3.06 -1.07 -1.46 -0.048
O 2.00 -1.61 -1.76 -0.669
O 4.10 -1.35 -2.20 -0.330
C 5.36 -0.63 -2.12 -0.679
C 4.67 -1.27 1.01 -0.149
O 5.71 -1.19 1.61 -0.545
O 4.14 -2.38 0.52 -0.127
C 4.90 -3.60 0.68 -0.702
C 1.90 3.23 3.02 -0.012
O 1.15 4.16 2.89 -0.552
O 2.72 3.06 4.06 -0.227
C 2.69 4.12 5.05 -0.781
H -2.24 3.30 3.27 0.247
H -2.71 2.81 1.62 0.213
H -1.79 4.31 1.87 0.313
H 3.28 0.67 4.52 0.402
H 4.21 -0.64 3.75 0.338
H 2.47 -0.44 3.38 0.302
H 3.38 3.00 -0.70 0.359
H 1.91 3.59 -1.53 0.406
H 3.05 2.53 -2.40 0.461
H 6.14 -1.38 -2.21 0.287
H 5.47 -0.08 -1.19 0.351
H 5.40 0.05 -2.96 0.277
H 4.35 -4.34 0.11 0.165
H 4.94 -3.86 1.73 0.288
H 5.91 -3.46 0.30 0.309
H 3.57 3.97 5.66 0.258
H 1.79 4.02 5.65 0.308
H 2.71 5.09 4.57 0.341
Se 1.96 -5.57 -1.83 -0.171
C 0.90 -4.29 -1.26 0.314
N 0.16 -3.46 -0.85 -0.702



27
Properties=species:S:1:pos:R:3:mulliken_charge:R:1 method="wB97M-V/def2-TZVPD" lumo_energy_ev=0.849 homo_ev=-9.188 e_tot_ha=-424.14937 smiles=CC(C)(C)O.NCCN
C -0.47 -1.01 -1.70 1.538
C -1.42 -1.81 -2.60 -1.659
C -0.50 -1.67 -0.25 -1.492
C 0.96 -1.07 -2.24 -1.471
O -0.94 0.30 -1.68 -0.635
H -0.43 0.83 -0.96 0.452
H 1.34 -2.10 -2.23 0.343
H 0.98 -0.70 -3.27 0.366
H -1.47 -1.34 -3.58 0.417
H -2.42 -1.81 -2.18 0.388
H -1.08 -2.84 -2.71 0.359
H -0.38 -2.75 -0.35 0.425
H -1.47 -1.47 0.21 0.318
H 0.31 -1.33 0.40 0.358
H 1.62 -0.45 -1.64 0.323
C -0.44 1.66 1.54 -0.650
C 0.24 1.35 2.88 -0.532
N 0.43 1.39 0.40 -0.478
N 1.58 1.93 2.88 -0.529
H 1.52 2.94 2.88 0.196
H 1.15 2.11 0.34 0.265
H 0.91 0.50 0.56 0.171
H 2.09 1.65 3.71 0.216
H -0.75 2.70 1.50 0.384
H -1.33 1.03 1.43 0.215
H 0.36 0.26 2.98 0.361
H -0.40 1.70 3.70 0.354